Molecular formula: C49H59GeIN2O5SSn
Method: DFT, ωB97M-V/def2-TZVPD

CARTESIAN COORDINATES (ANGSTROEM)
Sn: 3.09 -0.29 -0.13
C: -1.26 -4.64 3.46
C: -1.60 -3.27 4.07
C: -3.04 -2.90 3.67
C: -1.53 -3.40 5.60
C: -0.67 -2.18 3.54
C: -0.23 -2.23 2.25
C: 0.61 -1.20 1.72
N: 1.19 -1.25 0.54
C: 0.90 -2.29 -0.38
C: -0.34 -2.55 -0.92
C: -0.48 -3.52 -1.91
C: 0.68 -4.21 -2.30
C: 1.94 -3.98 -1.78
C: 2.07 -2.98 -0.79
O: 3.18 -2.62 -0.20
C: 3.18 -4.76 -2.21
C: 2.85 -5.82 -3.26
C: 3.78 -5.46 -0.99
C: 4.22 -3.80 -2.81
C: -1.81 -3.83 -2.59
C: -2.21 -5.29 -2.32
C: -1.69 -3.61 -4.10
C: -2.94 -2.93 -2.07
C: 0.88 -0.07 2.54
O: 1.85 0.76 2.06
C: 0.56 -0.10 3.94
C: -0.25 -1.11 4.38
C: 1.26 0.83 4.95
C: 0.59 0.77 6.33
C: 2.70 0.30 5.08
C: 1.32 2.31 4.54
H: -1.86 -5.41 3.94
H: -0.21 -4.88 3.61
H: -1.47 -4.68 2.40
H: -3.74 -3.66 4.02
H: -3.12 -2.81 2.59
H: -3.32 -1.94 4.11
H: -2.14 -4.25 5.91
H: -1.92 -2.51 6.10
H: -0.51 -3.56 5.94
H: -0.44 -3.07 1.60
H: -1.18 -1.95 -0.59
H: 0.57 -4.97 -3.06
H: 2.13 -6.56 -2.89
H: 3.77 -6.36 -3.52
H: 2.46 -5.38 -4.18
H: 3.07 -6.18 -0.56
H: 4.04 -4.73 -0.23
H: 4.69 -6.00 -1.28
H: 3.83 -3.31 -3.70
H: 5.11 -4.37 -3.09
H: 4.51 -3.04 -2.08
H: -1.45 -5.98 -2.72
H: -3.17 -5.53 -2.79
H: -2.29 -5.47 -1.25
H: -0.96 -4.29 -4.54
H: -1.36 -2.59 -4.30
H: -2.65 -3.77 -4.60
H: -3.11 -3.08 -1.00
H: -3.87 -3.17 -2.60
H: -2.71 -1.88 -2.24
H: -0.54 -1.13 5.42
H: 0.72 -0.19 6.82
H: -0.48 0.99 6.26
H: 1.05 1.53 6.97
H: 2.70 -0.73 5.43
H: 3.26 0.92 5.78
H: 3.21 0.34 4.11
H: 0.32 2.72 4.39
H: 1.88 2.46 3.62
H: 1.80 2.87 5.34
I: 2.62 -0.40 -2.89
O: -0.05 2.28 1.93
N: 0.34 1.29 1.46
S: 5.28 -0.22 0.45
O: 3.34 4.03 -0.44
C: 2.81 2.98 -0.79
O: 2.86 1.88 -0.12
C: 2.09 2.96 -2.14
C: 0.67 2.40 -2.08
Ge: -0.65 3.79 -1.73
C: -0.65 4.92 -3.36
C: -1.26 6.18 -3.35
C: -1.27 6.99 -4.48
C: -0.65 6.56 -5.65
C: -0.03 5.32 -5.68
C: -0.04 4.51 -4.55
C: -2.48 3.11 -1.57
C: -2.74 1.74 -1.65
C: -4.02 1.24 -1.48
C: -5.07 2.10 -1.22
C: -4.84 3.47 -1.15
C: -3.55 3.96 -1.32
C: -0.32 5.10 -0.32
C: 0.79 5.93 -0.41
C: 1.11 6.82 0.61
C: 0.30 6.90 1.73
C: -0.83 6.09 1.83
C: -1.13 5.19 0.82
H: 2.71 2.32 -2.78
H: 2.12 3.96 -2.56
H: 0.61 1.61 -1.34
H: 0.38 1.95 -3.04
H: -1.72 6.54 -2.44
H: -1.75 7.96 -4.44
H: -0.64 7.20 -6.52
H: 0.46 4.98 -6.58
H: 0.46 3.55 -4.59
H: -1.92 1.05 -1.84
H: -4.20 0.17 -1.53
H: -6.07 1.72 -1.07
H: -5.66 4.15 -0.95
H: -3.38 5.03 -1.25
H: 1.44 5.88 -1.28
H: 2.00 7.43 0.53
H: 0.55 7.57 2.54
H: -1.46 6.14 2.71
H: -1.99 4.54 0.91

Values from the calculation:
- E_tot (eV) = -146273.7828
- max |F| (eV/A) = 2.16
- energy relative to the best compared isomer or geometry (same formula, charge and spin) (kJ/mol) = 148.4
- charge = -2



Molecular formula: C49H59N4OPReSi
Method: DFT, ωB97M-V/def2-TZVPD

CARTESIAN COORDINATES (ANGSTROEM)
Re: -0.21 0.58 0.24
C: -0.54 0.27 3.82
O: 0.02 -0.39 2.71
H: 0.02 1.16 4.10
H: -0.59 -0.41 4.68
H: -1.55 0.57 3.54
H: 0.94 -0.63 2.91
C: 3.78 -2.79 -3.34
C: 3.04 -3.24 -2.26
C: 2.48 -2.34 -1.38
C: 2.68 -0.97 -1.52
C: 3.38 -0.53 -2.64
C: 3.92 -1.42 -3.54
Si: 2.17 0.26 -0.14
C: 3.08 -0.46 1.43
C: 2.97 0.22 2.65
C: 3.65 -0.20 3.77
C: 4.47 -1.31 3.70
C: 4.62 -1.98 2.50
C: 3.92 -1.56 1.38
C: 3.40 1.75 -0.39
C: 4.76 1.54 -0.20
C: 5.66 2.59 -0.28
C: 5.21 3.87 -0.58
C: 3.86 4.09 -0.78
C: 2.97 3.03 -0.69
H: 4.26 -3.49 -4.01
H: 2.90 -4.31 -2.11
H: 1.89 -2.71 -0.54
H: 3.51 0.53 -2.78
H: 4.47 -1.06 -4.40
H: 2.37 1.13 2.69
H: 3.54 0.33 4.71
H: 5.01 -1.65 4.58
H: 5.29 -2.82 2.42
H: 4.05 -2.09 0.46
H: 5.13 0.55 0.03
H: 6.71 2.41 -0.12
H: 5.92 4.69 -0.65
H: 3.50 5.08 -0.99
H: 1.91 3.22 -0.84
N: -1.89 -0.35 0.05
P: -3.45 -0.38 -0.05
N: -4.22 -1.57 0.89
C: -3.74 -1.63 2.26
C: -2.54 -2.56 2.40
C: -2.86 -3.94 1.86
C: -3.36 -3.83 0.42
C: -4.54 -2.87 0.35
N: -4.21 1.00 0.52
C: -3.66 2.30 0.22
C: -3.45 3.12 1.49
C: -4.77 3.23 2.25
C: -5.34 1.84 2.51
C: -5.49 1.08 1.19
N: -4.05 -0.71 -1.61
C: -5.12 0.05 -2.21
C: -4.58 1.20 -3.07
C: -3.62 0.65 -4.13
C: -2.51 -0.15 -3.45
C: -3.12 -1.25 -2.58
H: -4.57 -1.98 2.90
H: -3.46 -0.62 2.55
H: -2.24 -2.61 3.45
H: -1.71 -2.12 1.83
H: -3.63 -4.41 2.48
H: -1.97 -4.58 1.90
H: -3.66 -4.81 0.04
H: -2.55 -3.45 -0.21
H: -5.39 -3.27 0.92
H: -4.86 -2.73 -0.69
H: -4.34 2.85 -0.44
H: -2.70 2.16 -0.30
H: -3.07 4.10 1.22
H: -2.69 2.62 2.10
H: -5.48 3.80 1.64
H: -4.62 3.77 3.19
H: -6.31 1.92 3.01
H: -4.66 1.29 3.17
H: -6.21 1.63 0.56
H: -5.87 0.07 1.36
H: -5.77 0.43 -1.42
H: -5.71 -0.63 -2.84
H: -4.04 1.90 -2.43
H: -5.41 1.73 -3.54
H: -3.20 1.48 -4.70
H: -4.17 0.00 -4.81
H: -1.90 0.50 -2.82
H: -1.86 -0.60 -4.21
H: -2.33 -1.77 -2.03
H: -3.65 -1.97 -3.21
C: -0.22 2.52 0.20
C: -0.32 3.77 0.12
C: -0.29 5.12 0.07
C: -0.39 5.78 -1.22
C: -0.88 7.08 -1.36
C: -0.85 7.71 -2.59
C: -0.37 7.06 -3.71
C: 0.04 5.74 -3.60
C: 0.02 5.10 -2.38
C: -0.08 5.84 1.32
C: -0.38 5.23 2.54
C: -0.13 5.87 3.74
C: 0.43 7.13 3.75
C: 0.75 7.74 2.55
C: 0.51 7.11 1.35
H: -1.29 7.59 -0.50
H: -1.20 8.73 -2.67
H: -0.32 7.56 -4.66
H: 0.40 5.21 -4.47
H: 0.35 4.07 -2.30
H: -0.81 4.24 2.53
H: -0.38 5.38 4.67
H: 0.65 7.62 4.68
H: 1.20 8.72 2.55
H: 0.81 7.57 0.42

Values from the calculation:
- spin multiplicity = 2
- E_tot (eV) = -79073.3191
- max |F| (eV/A) = 3.47
- <S²> = 1.1476



Molecular formula: C49H60As2MoN4O6
Method: DFT, ωB97M-V/def2-TZVPD

CARTESIAN COORDINATES (ANGSTROEM)
Mo: -0.70 0.95 -0.38
O: -5.80 -0.98 -1.82
C: -5.29 -1.86 -0.94
C: -6.04 -3.01 -0.67
C: -5.57 -3.95 0.22
C: -4.34 -3.78 0.86
C: -3.61 -2.64 0.60
C: -4.06 -1.67 -0.29
C: -3.24 -0.48 -0.53
O: -2.13 -0.32 0.16
N: -3.60 0.39 -1.42
N: -2.76 1.51 -1.43
C: -3.31 2.47 -2.11
C: -2.88 3.81 -2.27
C: -3.48 4.60 -3.28
C: -3.08 5.89 -3.50
C: -2.09 6.44 -2.67
C: -1.52 5.72 -1.65
C: -1.88 4.36 -1.42
O: -1.35 3.66 -0.49
H: -5.16 -0.24 -1.90
H: -6.99 -3.13 -1.17
H: -6.16 -4.84 0.42
H: -3.98 -4.52 1.56
H: -2.65 -2.47 1.08
H: -4.24 2.20 -2.61
H: -4.25 4.15 -3.89
H: -3.53 6.48 -4.29
H: -1.77 7.47 -2.83
H: -0.76 6.15 -1.00
C: -1.47 5.07 2.54
C: -1.24 3.57 2.48
C: -0.98 2.98 3.86
O: -2.38 2.90 1.96
C: 0.01 3.28 1.61
O: 0.96 4.02 1.55
O: -0.03 2.10 1.01
H: -2.32 5.27 3.19
H: -1.69 5.45 1.54
H: -0.59 5.58 2.92
H: -1.85 3.16 4.48
H: -0.11 3.44 4.31
H: -0.82 1.90 3.78
H: -2.41 3.13 1.01
C: 2.39 -3.07 6.69
C: 1.90 -2.83 5.29
C: 0.57 -2.50 5.04
C: 0.11 -2.27 3.75
C: -1.34 -1.89 3.57
C: 1.00 -2.38 2.67
As: 0.16 -2.09 0.92
N: 0.70 -0.33 0.49
C: 1.83 0.24 1.16
C: 1.79 0.50 2.53
C: 2.87 1.07 3.18
C: 4.02 1.41 2.48
C: 4.06 1.19 1.12
C: 2.98 0.61 0.47
C: 1.07 -3.48 -0.19
C: 1.92 -3.33 -1.29
C: 2.63 -2.04 -1.57
C: 2.18 -4.41 -2.14
C: 1.65 -5.67 -1.90
C: 1.96 -6.83 -2.81
C: 0.84 -5.82 -0.79
C: 0.53 -4.77 0.06
C: -0.38 -5.05 1.23
C: 2.35 -2.69 2.91
C: 3.38 -2.72 1.81
C: 2.77 -2.92 4.21
H: 1.57 -3.11 7.40
H: 3.06 -2.27 7.01
H: 2.95 -4.01 6.76
H: -0.12 -2.41 5.87
H: -1.81 -1.73 4.54
H: -1.90 -2.66 3.04
H: -1.44 -0.97 2.99
H: 0.89 0.28 3.08
H: 2.80 1.27 4.25
H: 4.86 1.86 2.99
H: 4.94 1.46 0.55
H: 3.02 0.46 -0.60
H: 2.04 -1.19 -1.24
H: 2.87 -1.94 -2.63
H: 3.58 -2.00 -1.01
H: 2.84 -4.25 -2.99
H: 2.45 -6.50 -3.72
H: 1.05 -7.36 -3.09
H: 2.62 -7.54 -2.31
H: 0.42 -6.80 -0.58
H: -0.69 -6.10 1.22
H: -1.29 -4.44 1.19
H: 0.11 -4.85 2.18
H: 3.24 -1.89 1.13
H: 3.34 -3.65 1.24
H: 4.38 -2.64 2.24
H: 3.81 -3.15 4.39
C: -0.98 1.82 -4.62
C: -0.17 2.87 -3.87
As: 0.74 2.14 -2.30
C: 1.80 3.61 -1.57
C: 2.01 4.79 -2.52
C: 2.03 1.01 -3.24
C: 3.04 1.77 -4.09
H: -1.57 2.30 -5.41
H: -1.68 1.30 -3.96
H: -0.34 1.08 -5.10
H: -0.78 3.70 -3.55
H: 0.63 3.28 -4.50
H: 2.75 3.16 -1.26
H: 1.29 3.92 -0.66
H: 2.55 4.51 -3.42
H: 2.59 5.56 -2.01
H: 1.06 5.23 -2.81
H: 1.45 0.31 -3.84
H: 2.56 0.42 -2.49
H: 2.55 2.34 -4.89
H: 3.73 1.08 -4.56
H: 3.62 2.47 -3.50
N: -0.47 -1.58 -2.54
C: -0.53 -0.61 -1.91
H: -0.24 -2.53 -2.79

Values from the calculation:
- spin multiplicity = 3
- E_tot (eV) = -193565.6703
- max |F| (eV/A) = 0.58
- energy relative to the best compared isomer or geometry (same formula, charge and spin) (kJ/mol) = 135.0
- <S²> = 2.0182



Molecular formula: C49H62ClIrN3O4PS3
Method: DFT, ωB97M-V/def2-TZVPD

CARTESIAN COORDINATES (ANGSTROEM)
Ir: -0.21 -0.53 0.34
C: 1.79 3.33 3.64
C: 1.74 1.86 3.18
C: 3.06 1.18 3.54
C: 0.51 1.19 3.80
C: 0.58 0.87 5.15
C: -0.50 0.37 5.84
C: -1.72 0.28 5.18
C: -1.86 0.60 3.84
C: -3.30 0.71 3.34
C: -3.58 2.12 2.81
C: -3.77 -0.35 2.34
C: -0.71 0.97 3.11
N: -0.77 1.17 1.68
C: -0.51 2.36 1.30
C: -0.37 2.90 -0.01
C: 0.06 4.25 -0.03
C: 0.11 4.99 -1.18
C: -0.37 4.39 -2.36
C: -0.80 3.10 -2.37
C: -0.73 2.24 -1.22
N: -1.03 0.93 -1.29
C: -1.92 0.56 -2.36
C: -3.30 0.80 -2.09
C: -4.28 0.53 -3.04
C: -3.95 0.03 -4.28
C: -2.62 -0.18 -4.57
C: -1.58 0.09 -3.66
C: -0.22 -0.14 -4.31
C: 0.30 -1.56 -4.06
C: 0.85 0.93 -4.08
C: -3.77 1.39 -0.77
C: -5.06 0.73 -0.28
C: -4.01 2.90 -0.88
H: 2.59 3.87 3.11
H: 1.99 3.38 4.71
H: 0.85 3.85 3.46
H: 1.65 1.83 2.10
H: 3.30 1.29 4.60
H: 3.88 1.64 2.97
H: 3.01 0.13 3.30
H: 1.52 1.02 5.68
H: -0.41 0.08 6.88
H: -2.60 -0.05 5.73
H: -3.92 0.57 4.23
H: -3.07 2.30 1.87
H: -3.25 2.87 3.54
H: -4.66 2.26 2.65
H: -3.22 -0.30 1.40
H: -4.83 -0.22 2.14
H: -3.62 -1.35 2.75
H: -0.43 3.11 2.09
H: 0.35 4.71 0.91
H: 0.46 6.01 -1.17
H: -0.41 4.97 -3.28
H: -1.19 2.68 -3.29
H: -5.32 0.74 -2.81
H: -4.71 -0.17 -5.02
H: -2.35 -0.53 -5.56
H: -0.42 -0.11 -5.38
H: 0.59 -1.72 -3.02
H: 1.15 -1.78 -4.71
H: -0.49 -2.29 -4.27
H: 0.59 1.85 -4.60
H: 0.99 1.17 -3.03
H: 1.80 0.59 -4.50
H: -2.99 1.21 -0.03
H: -5.93 1.05 -0.86
H: -5.25 1.01 0.76
H: -5.00 -0.36 -0.33
H: -4.81 3.10 -1.60
H: -3.12 3.43 -1.22
H: -4.30 3.31 0.09
C: -3.07 -6.65 -1.43
C: -2.62 -5.23 -1.69
O: -3.05 -4.39 -0.61
P: -1.96 -3.52 0.28
S: -0.91 -2.03 1.97
S: -0.93 -2.47 -1.14
O: -0.92 -4.74 0.67
C: -1.07 -5.35 1.95
C: 0.30 -5.68 2.49
H: -2.73 -7.30 -2.24
H: -4.16 -6.71 -1.35
H: -2.63 -7.02 -0.49
H: -3.07 -4.85 -2.61
H: -1.54 -5.19 -1.80
H: -1.67 -6.26 1.84
H: -1.59 -4.68 2.64
H: 0.83 -6.35 1.81
H: 0.22 -6.15 3.47
H: 0.88 -4.76 2.59
Cl: 1.87 -2.28 4.73
C: 2.79 -2.83 3.31
C: 2.45 -2.12 1.99
O: 3.04 -2.65 1.02
O: 1.70 -1.11 2.01
H: 2.63 -3.90 3.20
H: 3.85 -2.66 3.51
N: 1.66 -0.12 -0.78
S: 3.16 0.13 -0.33
C: 4.32 -0.83 -1.31
C: 4.03 -1.21 -2.61
C: 4.90 -2.03 -3.31
C: 6.06 -2.50 -2.69
C: 6.34 -2.11 -1.38
C: 5.48 -1.27 -0.70
C: 3.50 1.78 -1.03
C: 3.05 2.81 -0.21
C: 3.18 4.14 -0.61
C: 3.74 4.43 -1.85
C: 4.17 3.41 -2.68
C: 4.06 2.08 -2.27
H: 1.52 -0.05 -1.78
H: 3.11 -0.90 -3.07
H: 4.68 -2.32 -4.33
H: 6.72 -3.17 -3.22
H: 7.23 -2.49 -0.89
H: 5.69 -0.98 0.33
H: 2.60 2.56 0.74
H: 2.84 4.93 0.04
H: 3.84 5.46 -2.17
H: 4.60 3.63 -3.65
H: 4.42 1.29 -2.92

Values from the calculation:
- spin multiplicity = 2
- E_tot (eV) = -121636.9840
- max |F| (eV/A) = 2.25
- energy relative to the best compared isomer or geometry (same formula, charge and spin) (kJ/mol) = 203.9
- <S²> = 1.1279
- charge = -1



Q: The highest max |F| belongs to which entry?
A: C49H59N4OPReSi



Q: Look up the E_tot of the first one.
A: -146273.7828 eV



Q: What is the E_tot in the first record?
A: -146273.7828 eV